Formula: C2H4F3N
Source: the Open Molecules 2025 dataset
Level of theory: the ωB97M-V functional and the def2-TZVPD basis

The calculation puts the total energy at -432.866379 a.u. The energy above the lowest of the compared OMol25 structures with the same formula, charge and spin is 2.9741 eV. Its HOMO energy is -11.12 eV. For the frontier orbital gap, the calculation gives 11.97 eV.

Each line ends with the Löwdin charge.
Atoms and positions in Å:
C 0.786 -0.757 0.669  0.01
C -0.510 -0.171 0.253  -0.52
F -1.311 -0.998 -0.320  0.13
N -1.007 0.929 0.541  0.13
F -0.168 1.743 1.339  -0.08
H 0.820 -1.440 1.600  0.13
H 1.003 -1.231 -0.304  0.10
H 1.438 0.067 0.931  0.07
F -0.066 0.899 -2.326  -0.06
H -0.985 0.958 -2.384  0.08